Entry 1:
ORCA calculation (the ωB97M-V functional and the def2-TZVPD basis) on the ion C21H28FN2O2 with charge +1.

The value obtained for the HOMO-LUMO gap is 8.79 eV. The multiplicity is 1. Its structure (SMILES) is COc1ccccc1[NH+]1CCN(CCCCOc2ccc(F)cc2)CC1. The charge is +1. For the highest occupied orbital energy, the calculation gives -0.401 hartree.

Each line ends with the Mulliken charge.
Positions of all 54 atoms, in Å:
C1 -3.85620 -2.86157 -1.32510  -0.94
O1 -3.27680 -1.64180 -0.88940  -0.46
C2 -4.03082 -0.77957 -0.15672  0.94
C3 -5.36643 -0.94748 0.18954  -0.43
C4 -6.00785 0.01968 0.94429  -0.69
C5 -5.34046 1.15781 1.36440  -1.08
C6 -4.00967 1.33881 1.02751  -0.27
C7 -3.36515 0.37770 0.27195  -0.52
N1 -1.95959 0.49469 -0.11474  0.90
C8 -1.02280 0.43759 1.03168  -1.43
C9 0.40419 0.38201 0.50423  0.08
N2 0.68595 1.56875 -0.28185  0.05
C10 2.08759 1.66171 -0.67996  -0.53
C11 2.99923 1.99666 0.49855  -0.57
C12 4.46991 2.14432 0.10130  -0.86
C13 5.12163 0.83772 -0.37977  -0.52
O2 4.93984 -0.20300 0.56514  -0.48
C14 3.93427 -1.10041 0.41141  0.39
C15 3.37290 -1.60390 1.58967  -0.32
C16 2.32167 -2.49626 1.55038  -0.44
C17 1.83136 -2.89367 0.31870  0.31
F1 0.73941 -3.69535 0.26512  -0.40
C18 2.40734 -2.46536 -0.86161  -0.51
C19 3.46345 -1.57224 -0.81392  -0.59
C20 -0.20898 1.61063 -1.42249  -0.61
C21 -1.65349 1.68592 -0.93938  -0.69
H1 -4.68679 -2.67943 -2.01007  0.38
H2 -3.06088 -3.38949 -1.84696  0.27
H3 -4.19340 -3.46047 -0.47713  0.39
H4 -5.90674 -1.82479 -0.12478  0.46
H5 -7.04407 -0.12197 1.20658  0.42
H6 -5.85080 1.90224 1.95250  0.41
H7 -3.48503 2.22227 1.35432  0.37
H8 -1.78699 -0.34514 -0.69212  0.53
H9 -1.16393 1.33205 1.63939  0.40
H10 -1.24732 -0.44689 1.62962  0.41
H11 1.08591 0.34078 1.35223  0.50
H12 0.54516 -0.54334 -0.08467  0.08
H13 2.40681 0.72491 -1.16091  0.18
H14 2.16467 2.46562 -1.41517  0.47
H15 2.65683 2.93345 0.93958  0.46
H16 2.93400 1.22520 1.26564  0.09
H17 4.57830 2.88761 -0.68959  0.39
H18 5.01806 2.49575 0.97590  0.37
H19 6.20164 0.98644 -0.46117  0.38
H20 4.74024 0.56330 -1.36531  0.27
H21 3.78128 -1.27478 2.53186  0.46
H22 1.87870 -2.87860 2.45593  0.46
H23 2.03697 -2.83223 -1.80636  0.47
H24 3.92551 -1.26844 -1.74061  0.52
H25 0.00885 2.50416 -2.00965  0.49
H26 -0.08487 0.72975 -2.08122  0.30
H27 -1.78797 2.57597 -0.32380  0.38
H28 -2.34466 1.72272 -1.78291  0.40

---

Entry 2:
ORCA calculation (the ωB97M-V functional and the def2-TZVPD basis) on a structure of composition C21H28FeO7.

The value obtained for the HOMO-LUMO gap (spin up / spin down) is 1.70 / 7.03 eV. The multiplicity is 5. The charge is -2. For the highest occupied orbital energy (spin up / spin down), the calculation gives 0.103 / -0.096 hartree.

Each line ends with the Löwdin spin population.
Positions of all 57 atoms, in Å:
C1 -2.17539 -5.03687 -0.42913  0.07
C2 -1.20989 -3.87144 -0.63161  0.01
C3 -1.47978 -3.15365 -1.94287  0.03
C4 -0.52625 -2.00062 -2.27745  0.01
C5 -0.22711 -1.06232 -1.15105  0.00
C6 1.11797 -1.13236 -0.58815  0.00
O1 1.50174 -0.81461 0.54173  0.01
O2 1.99184 -1.66068 -1.47097  0.00
C7 3.39089 -1.49900 -1.08738  0.00
C8 4.20342 -2.30170 -2.06879  0.01
C9 -1.37856 -0.46952 -0.68320  0.01
O3 -1.60302 0.28567 0.36030  0.03
O4 -2.41237 -0.63345 -1.45953  0.02
C10 -3.61906 0.11753 -1.10766  0.10
C11 -4.56552 -0.35109 -2.16884  0.34
H1 -1.94742 -5.55161 0.50579  0.01
H2 -3.20855 -4.67889 -0.37767  0.03
H3 -2.10094 -5.75659 -1.24962  0.01
H4 -1.30227 -3.16661 0.20691  0.00
H5 -0.17108 -4.22944 -0.61862  0.00
H6 -1.41794 -3.87340 -2.77564  0.01
H7 -2.50857 -2.76982 -1.93838  0.01
H8 0.43295 -2.41660 -2.60524  0.00
H9 -0.95420 -1.41813 -3.10607  0.01
H10 3.63590 -0.42813 -1.14313  0.00
H11 3.52523 -1.86344 -0.06182  0.00
H12 5.26650 -2.14253 -1.88500  0.00
H13 4.00007 -3.37016 -1.94906  0.00
H14 3.98871 -2.00809 -3.10063  0.00
H15 -3.94339 -0.16847 -0.09868  0.04
H16 -3.40676 1.19400 -1.17611  0.02
H17 -5.53640 0.13142 -2.04952  0.09
H18 -4.18136 -0.11715 -3.17019  0.05
H19 -4.70848 -1.43606 -2.09277  0.06
O5 3.53936 3.69463 -0.07429  -0.03
C12 3.09552 4.01278 0.96376  0.00
Fe1 2.41235 4.27209 2.57999  1.92
C13 3.53186 5.58055 3.05418  0.06
O6 4.39375 6.35086 3.18964  0.03
C14 3.40209 2.80046 2.76401  -0.01
O7 4.04345 1.82267 2.73873  -0.02
C15 -0.49059 1.15371 0.69205  0.05
C16 -0.18799 0.89297 2.16649  0.01
C17 -0.09360 1.99109 3.21039  0.04
C18 0.58463 3.31865 2.95241  0.22
C19 0.18607 4.16888 1.91140  0.28
C20 -0.50969 3.75561 0.72325  0.09
C21 -0.76350 2.52197 0.18964  0.26
H20 0.42713 0.89775 0.15711  0.01
H21 -0.93695 0.18356 2.55470  0.00
H22 0.74793 0.33174 2.12002  0.00
H23 -1.12827 2.17938 3.54875  0.01
H24 0.42071 1.53470 4.07009  0.00
H25 0.84294 3.80099 3.92262  0.03
H26 0.13134 5.26975 2.09785  0.04
H27 -0.87312 4.60257 0.12271  0.00
H28 -1.24640 2.51647 -0.80545  0.02

---

Entry 3:
ORCA calculation (the ωB97M-V functional and the def2-TZVPD basis) on the molecule C21H28N2O5.

The energy above the lowest of the compared OMol25 structures with the same formula, charge and spin comes out at 327.1 kJ/mol. The value obtained for the HOMO-LUMO gap is 8.54 eV. The multiplicity is 1. Its structure (SMILES) is COc1ccc([C@@H](CNC(=O)COc2ccccc2OC)N(C)C)cc1OC. The charge is 0. For the highest occupied orbital energy, the calculation gives -0.288 hartree.

Each line ends with the Mulliken charge.
Positions of all 56 atoms, in Å:
C1 -5.08120 -3.00991 0.40100  -0.69
O1 -4.57961 -2.09212 1.34514  -0.50
C2 -3.71327 -1.10102 0.98400  0.43
C3 -3.34592 -0.26345 2.03284  -0.87
C4 -2.46437 0.78387 1.85670  -0.78
C5 -1.93454 1.04391 0.60180  0.25
C6 -0.98660 2.21020 0.40599  -0.45
C7 0.19668 1.85234 -0.51482  -1.82
N1 0.84108 0.64056 -0.07718  0.20
C8 0.81793 -0.50504 -0.77679  0.78
O2 0.33142 -0.62674 -1.88394  -0.75
C9 1.43407 -1.69257 -0.03456  -0.87
O3 2.25080 -1.34329 1.05991  -0.51
C10 3.52795 -0.87354 0.87532  0.34
C11 4.30019 -0.84800 2.03061  -0.61
C12 5.59877 -0.37505 2.02010  -0.47
C13 6.14549 0.07867 0.83603  -0.78
C14 5.39030 0.06425 -0.32418  -0.54
C15 4.08128 -0.40189 -0.32877  0.91
O4 3.29196 -0.42539 -1.44659  -0.16
C16 3.75105 0.17503 -2.63102  -1.07
N2 -1.62164 3.44787 -0.05336  0.00
C17 -2.41157 3.31452 -1.26068  -0.95
C18 -2.39846 4.08385 0.99130  -0.92
C19 -2.31130 0.22525 -0.45456  -0.11
C20 -3.16701 -0.85574 -0.28943  0.96
O5 -3.49234 -1.69774 -1.32210  -0.50
C21 -2.85759 -1.51476 -2.56825  -0.75
H1 -4.28722 -3.62213 -0.03156  0.24
H2 -5.62623 -2.50862 -0.40153  0.24
H3 -5.76568 -3.64646 0.96235  0.31
H4 -3.76931 -0.47311 3.00249  0.44
H5 -2.18824 1.39507 2.70345  0.44
H6 -0.55659 2.45084 1.38753  0.80
H7 -0.12320 1.67660 -1.54140  0.35
H8 0.90825 2.68376 -0.50898  0.38
H9 1.20337 0.61037 0.86456  0.25
H10 1.95663 -2.32987 -0.75334  0.35
H11 0.60881 -2.26654 0.40318  0.42
H12 3.84598 -1.21021 2.93944  0.41
H13 6.17581 -0.36674 2.93139  0.38
H14 7.15908 0.44750 0.80462  0.38
H15 5.83118 0.42429 -1.23992  0.42
H16 4.01274 1.22632 -2.47465  0.43
H17 2.91118 0.10773 -3.32107  0.27
H18 4.61020 -0.35971 -3.04893  0.34
H19 -1.80797 2.88346 -2.05479  0.28
H20 -3.31165 2.69874 -1.12014  0.27
H21 -2.72141 4.31121 -1.57450  0.44
H22 -3.27635 3.49487 1.29492  0.33
H23 -2.74101 5.05216 0.62798  0.37
H24 -1.76728 4.24830 1.86350  0.31
H25 -1.90328 0.41120 -1.43176  0.51
H26 -1.76790 -1.51036 -2.47599  0.25
H27 -3.16990 -2.36379 -3.17493  0.30
H28 -3.18794 -0.58890 -3.05104  0.30